1.
Below is a single C4H7NO molecule, with properties calculated with ωB97M-V/def2-TZVPD.

- charge = 0
- max |F| (eV Å⁻¹) = 2.517
- orbital gap (eV) = 9.59
- highest occupied orbital energy (eV) = -8.774

Geometry (Å):
C (0.779, -0.662, -1.329)
C (0.388, -0.435, 0.107)
N (0.585, 0.938, 0.615)
C (-0.785, 1.057, 0.933)
C (-1.147, -0.145, 0.155)
O (-2.123, -0.644, -0.349)
H (1.861, -0.702, -1.456)
H (0.373, 0.145, -1.945)
H (0.330, -1.601, -1.665)
H (0.798, -1.195, 0.788)
H (1.297, 1.182, 1.295)
H (-1.194, 2.037, 1.211)
H (-1.162, 0.025, 1.640)

Atom charges from the Mulliken analysis, given in e for atoms 1 to 6: atom 1 (C): -1.29, atom 2 (C): 0.41, atom 3 (N): -0.43, atom 4 (C): -0.37, atom 5 (C): 0.27, atom 6 (O): -0.65

=====

2.
Below is a single C4H7NS molecule, with properties calculated with ωB97M-V/def2-TZVPD.

- charge = 0
- max |F| (eV Å⁻¹) = 2.150
- orbital gap (eV) = 10.08
- highest occupied orbital energy (eV) = -9.437

Geometry (Å):
N (2.592, -1.312, 0.408)
C (1.805, -0.629, -0.091)
C (0.869, 0.190, -0.829)
C (-0.116, 0.866, 0.111)
C (-1.100, -0.029, 0.931)
S (-2.311, -0.853, -0.230)
H (1.416, 0.950, -1.358)
H (0.472, -0.392, -1.636)
H (0.480, 1.445, 0.854)
H (-0.639, 1.706, -0.497)
H (-0.529, -0.805, 1.512)
H (-1.587, 0.576, 1.674)
H (-1.352, -1.713, -0.848)

Atom charges from the Mulliken analysis, given in e for atoms 1 to 6: atom 1 (N): -0.43, atom 2 (C): 0.28, atom 3 (C): -0.45, atom 4 (C): -0.51, atom 5 (C): -0.68, atom 6 (S): -0.22

=====

3.
Below is a molecular structure, C32H22F15GeIrN4OS6Se, with properties calculated with ωB97M-V/def2-TZVPD.

- 2S+1 = 2
- charge = +1
- max |F| (eV Å⁻¹) = 2.977
- orbital gap (alpha / beta) (eV) = 6.92 / 5.77
- highest occupied orbital energy (alpha / beta) (eV) = -10.161 / -10.435

Geometry (Å):
Ir (-1.572, -0.582, 0.530)
C (0.479, -2.982, 0.693)
C (0.554, -2.457, -0.722)
N (-0.766, -2.016, -1.188)
C (-1.529, -2.993, -1.988)
C (-2.806, -3.521, -1.345)
S (-2.949, -2.147, 1.857)
C (-1.736, -3.118, 2.800)
C (-0.415, -2.391, 2.901)
N (0.018, -1.913, 1.584)
H (1.458, -3.360, 1.001)
H (-0.233, -3.807, 0.746)
H (0.990, -3.211, -1.381)
H (1.197, -1.578, -0.727)
H (-0.618, -1.181, -1.750)
H (-0.901, -3.864, -2.196)
H (-1.780, -2.544, -2.950)
H (-2.598, -3.954, -0.367)
H (-3.276, -4.284, -1.959)
H (-1.636, -4.093, 2.320)
H (-2.158, -3.276, 3.791)
H (0.329, -3.060, 3.348)
H (-0.536, -1.519, 3.543)
H (0.776, -1.247, 1.721)
O (-3.322, 6.096, -0.084)
C (-3.065, 4.942, 0.033)
S (-3.015, 3.801, -1.344)
C (-2.615, 2.379, -0.421)
C (-2.467, 2.536, 0.948)
S (-2.137, 1.309, 2.055)
S (-2.681, 4.151, 1.582)
S (-2.485, 0.917, -1.256)
C (-4.094, -2.857, -4.441)
N (-4.638, -1.666, -3.813)
C (-5.216, -0.645, -4.540)
C (-5.744, 0.226, -3.657)
N (-5.483, -0.261, -2.400)
C (-5.965, 0.331, -1.163)
C (-4.783, -1.407, -2.502)
Se (-4.146, -2.180, -0.859)
H (-4.754, -3.159, -5.252)
H (-4.042, -3.665, -3.721)
H (-3.107, -2.664, -4.860)
H (-5.209, -0.627, -5.615)
H (-6.277, 1.145, -3.823)
H (-6.243, 1.365, -1.348)
H (-5.182, 0.301, -0.406)
H (-6.837, -0.213, -0.800)
F (3.350, -0.824, -1.181)
C (3.929, -1.060, 0.013)
C (3.639, -0.201, 1.059)
C (4.273, -0.446, 2.266)
F (4.061, 0.355, 3.311)
C (5.139, -1.517, 2.430)
F (5.732, -1.733, 3.599)
C (5.380, -2.374, 1.368)
F (6.183, -3.415, 1.524)
C (4.773, -2.146, 0.142)
F (4.995, -2.966, -0.884)
Ge (2.419, 1.328, 0.650)
S (0.476, 0.822, -0.140)
C (2.111, 2.329, 2.324)
C (1.488, 1.650, 3.355)
F (1.171, 0.349, 3.159)
C (1.193, 2.242, 4.565)
F (0.598, 1.554, 5.537)
C (1.532, 3.576, 4.751)
F (1.268, 4.165, 5.908)
C (2.135, 4.294, 3.730)
F (2.441, 5.573, 3.913)
C (2.406, 3.664, 2.526)
F (2.956, 4.371, 1.533)
C (3.487, 2.364, -0.653)
C (3.127, 2.673, -1.953)
F (1.950, 2.278, -2.439)
C (3.973, 3.387, -2.786)
F (3.612, 3.665, -4.036)
C (5.204, 3.810, -2.312)
F (6.015, 4.495, -3.103)
C (5.593, 3.511, -1.014)
F (6.777, 3.910, -0.563)
C (4.731, 2.788, -0.214)
F (5.095, 2.474, 1.040)

Atom charges from the Mulliken analysis, given in e for atoms 1 to 6: atom 1 (Ir): 2.18, atom 2 (C): -0.58, atom 3 (C): -0.97, atom 4 (N): -0.45, atom 5 (C): -0.55, atom 6 (C): -1.09

=====

4.
Below is a molecular structure, C58H53BrCl2IKN2O7P2, with properties calculated with ωB97M-V/def2-TZVPD.

- charge = -2
- max |F| (eV Å⁻¹) = 1.492
- orbital gap (eV) = 5.91
- highest occupied orbital energy (eV) = -2.168

Geometry (Å):
K (-0.979, -1.253, -0.171)
C (2.239, -2.819, -3.031)
P (2.450, -2.192, -1.283)
C (2.788, -3.709, -0.287)
C (1.951, -4.820, -0.430)
C (2.076, -5.922, 0.411)
C (3.026, -5.931, 1.425)
C (3.843, -4.821, 1.598)
C (3.723, -3.723, 0.753)
C (4.192, -1.557, -1.468)
C (5.273, -2.397, -1.765)
C (6.554, -1.892, -1.926)
C (6.785, -0.523, -1.793)
C (5.725, 0.323, -1.512)
C (4.438, -0.191, -1.355)
C (1.695, -1.652, -3.844)
C (2.109, -1.122, -5.057)
C (1.279, 0.014, -5.299)
C (0.402, 0.102, -4.223)
C (-0.712, 1.123, -4.038)
P (-1.452, 1.448, -2.334)
C (-2.967, 2.351, -2.978)
C (-3.936, 1.581, -3.641)
C (-5.136, 2.128, -4.073)
C (-5.421, 3.470, -3.836)
C (-4.492, 4.244, -3.157)
C (-3.283, 3.692, -2.734)
C (-0.570, 2.931, -1.672)
C (0.151, 3.864, -2.408)
C (0.770, 4.945, -1.781)
C (0.668, 5.111, -0.406)
C (-0.052, 4.185, 0.344)
C (-0.656, 3.105, -0.286)
N (0.644, -0.916, -3.342)
H (1.535, -3.654, -3.016)
H (3.189, -3.175, -3.425)
H (1.167, -4.804, -1.184)
H (1.413, -6.771, 0.281)
H (3.117, -6.787, 2.085)
H (4.569, -4.797, 2.405)
H (4.365, -2.863, 0.914)
H (5.104, -3.466, -1.858)
H (7.376, -2.562, -2.157)
H (7.787, -0.125, -1.909)
H (5.892, 1.389, -1.403)
H (3.619, 0.484, -1.134)
H (2.915, -1.490, -5.682)
H (1.320, 0.683, -6.150)
H (-1.585, 0.794, -4.605)
H (-0.414, 2.072, -4.483)
H (-3.744, 0.522, -3.795)
H (-5.860, 1.504, -4.584)
H (-6.359, 3.900, -4.169)
H (-4.705, 5.288, -2.953)
H (-2.576, 4.321, -2.204)
H (0.246, 3.757, -3.484)
H (1.337, 5.655, -2.373)
H (1.159, 5.945, 0.083)
H (-0.124, 4.290, 1.422)
H (-1.180, 2.358, 0.310)
C (-3.497, -2.356, -4.103)
C (-3.451, -2.104, -2.605)
O (-2.629, -1.302, -2.186)
C (-4.383, -2.822, -1.716)
C (-5.487, -3.509, -2.248)
C (-6.420, -4.136, -1.451)
C (-6.248, -4.089, -0.055)
C (-5.168, -3.453, 0.506)
C (-4.170, -2.801, -0.292)
O (-3.155, -2.243, 0.255)
H (-2.635, -1.864, -4.554)
H (-4.416, -1.947, -4.536)
H (-3.460, -3.425, -4.317)
H (-5.626, -3.530, -3.324)
H (-7.269, -4.646, -1.890)
H (-6.983, -4.562, 0.590)
H (-5.030, -3.416, 1.583)
O (2.422, 0.579, 1.119)
H (1.517, 0.546, 1.509)
H (2.682, -0.352, 1.111)
O (0.528, 0.376, -0.974)
H (0.791, -0.115, -1.796)
H (1.329, 0.573, -0.467)
O (-0.710, -3.426, -2.167)
H (-0.409, -2.612, -2.638)
H (-1.345, -3.094, -1.522)
Br (-4.005, 1.355, 4.624)
C (-3.987, 2.601, 3.188)
C (-4.073, 3.946, 3.532)
C (-4.057, 4.915, 2.540)
C (-3.952, 4.534, 1.210)
C (-3.860, 3.191, 0.879)
C (-3.876, 2.195, 1.858)
I (-3.662, 0.207, 1.212)
H (-4.138, 4.223, 4.577)
H (-4.119, 5.963, 2.810)
H (-3.930, 5.280, 0.423)
H (-3.766, 2.898, -0.161)
Cl (-0.884, 2.464, 4.702)
C (0.738, 3.053, 4.486)
C (0.924, 4.419, 4.447)
C (2.197, 4.935, 4.260)
C (3.252, 4.066, 4.064)
C (3.056, 2.690, 4.070)
Cl (4.424, 1.730, 3.606)
C (1.797, 2.123, 4.342)
N (1.477, 0.771, 4.403)
C (2.225, -0.315, 4.851)
C (3.319, -0.185, 5.708)
C (4.062, -1.295, 6.085)
C (3.702, -2.560, 5.639)
C (2.546, -2.696, 4.877)
C (1.773, -1.603, 4.505)
C (0.420, -1.808, 3.858)
C (0.265, -1.284, 2.419)
O (-0.020, -0.043, 2.295)
O (0.436, -2.089, 1.487)
H (0.068, 5.071, 4.566)
H (2.357, 6.006, 4.234)
H (4.247, 4.440, 3.854)
H (0.700, 0.523, 3.789)
H (3.592, 0.798, 6.073)
H (4.929, -1.163, 6.723)
H (4.289, -3.431, 5.909)
H (2.212, -3.684, 4.572)
H (-0.330, -1.287, 4.464)
H (0.188, -2.871, 3.852)

Atom charges from the Mulliken analysis, given in e for atoms 1 to 6: atom 1 (K): -0.03, atom 2 (C): -1.38, atom 3 (P): 1.42, atom 4 (C): 0.14, atom 5 (C): -0.42, atom 6 (C): -0.72

=====

Q: Which energy relative to the best compared isomer or geometry (same formula, charge and spin) values were calculated for the entries above? A: 75.7, 18.0, 53.5, 22.7, in kcal per mole.
Q: Which E values were calculated for the entries above? A: -286.511046, -609.529732, -9996.435701, -7953.118153, in hartree.